A structure of composition C11H23InN3O6 in a non-equilibrium geometry. Source: the Open Molecules 2025 dataset; level of theory: ωB97M-V/def2-TZVPD.

Properties
E_tot	-33695.5701	eV
multiplicity	1
orbital gap (spin up / spin down)	4.121 / 3.542	eV
HOMO (spin up / spin down)	-8.15 / -7.76	eV
total charge	+1

Cartesian coordinates (Å):
O -0.169 -4.331 -0.573
H 0.485 -5.053 -0.593
In -0.106 0.419 0.255
N 1.545 1.982 0.600
N 1.488 -0.068 -0.943
O 1.544 3.173 1.480
O 1.287 -1.202 -1.788
C 2.641 1.796 -0.112
C 2.574 0.682 -1.033
C 3.854 2.684 -0.031
C 3.654 0.300 -1.995
H 3.895 3.190 0.919
H 3.817 3.389 -0.860
H 4.722 2.033 -0.163
H 3.242 -0.276 -2.805
H 4.400 -0.259 -1.439
H 4.080 1.239 -2.342
H 0.674 3.242 1.912
H 0.518 -1.717 -1.446
O -0.654 2.098 -1.481
H 0.080 2.492 -0.897
H -0.388 1.217 -1.853
C 0.093 -3.579 0.606
H -0.778 -2.925 0.787
H 0.969 -2.923 0.431
H 0.266 -4.240 1.483
O 0.551 0.048 2.421
H 1.278 0.678 2.090
H -0.265 0.590 2.556
O -1.413 1.953 1.354
C -2.728 1.295 1.437
C -2.880 0.023 0.583
C -4.126 -0.545 0.532
C -4.362 -1.623 -0.267
C -3.342 -2.157 -1.030
C -2.056 -1.600 -0.985
N -1.891 -0.521 -0.157
H -1.191 2.455 2.191
H -2.901 1.033 2.496
H -3.456 2.039 1.070
H -4.867 -0.019 1.146
H -5.373 -2.047 -0.300
H -3.469 -2.988 -1.678
H -1.242 -1.974 -1.578